Record 1
{
  "formula": "C20H32BFN4O10S",
  "method": "the ωB97M-V functional and the def2-TZVPD basis",
  "species": ["C", "C", "C", "C", "C", "C", "C", "C", "C", "C", "C", "N", "C", "N", "C", "N", "C", "C", "C", "N", "S", "O", "O", "F", "H", "H", "H", "H", "H", "H", "H", "H", "H", "H", "H", "H", "H", "H", "H", "H", "H", "H", "H", "H", "H", "H", "H", "H", "H", "H", "H", "H", "H", "H", "H", "H", "B", "O", "C", "O", "C", "O", "O", "O", "C", "O", "C", "O", "O"],
  "coordinates": [[8.18, -3.10, 0.28], [8.07, -1.72, -0.60], [7.61, -0.40, 0.30], [7.22, 0.81, -0.75], [5.59, 0.99, -0.96], [4.81, 1.49, 0.41], [4.50, 3.14, 0.35], [2.88, 3.43, 0.12], [1.98, 3.22, 1.48], [0.56, 2.43, 1.17], [-0.60, 3.44, 0.53], [-1.07, 3.08, -0.84], [-1.76, 2.00, -1.29], [-2.02, 1.94, -2.78], [-2.74, 0.62, -2.89], [-2.84, 0.07, -1.45], [-3.50, -1.27, -1.43], [-2.34, -2.37, -0.94], [-2.62, -3.89, -1.49], [-2.28, 0.89, -0.44], [-2.32, 0.48, 1.23], [-1.00, -0.33, 1.53], [-2.60, 1.61, 2.24], [-3.57, -0.69, 1.64], [8.44, -2.91, 1.43], [7.21, -3.77, 0.20], [9.11, -3.71, -0.14], [9.14, -1.50, -1.07], [7.27, -1.82, -1.46], [6.75, -0.68, 1.05], [8.55, -0.06, 0.95], [7.79, 0.59, -1.75], [7.61, 1.82, -0.29], [5.18, -0.07, -1.25], [5.44, 1.70, -1.88], [3.77, 0.95, 0.56], [5.52, 1.28, 1.34], [4.84, 3.65, 1.35], [5.12, 3.60, -0.53], [2.73, 4.56, -0.21], [2.43, 2.78, -0.76], [2.61, 2.62, 2.29], [1.66, 4.28, 1.93], [0.74, 1.51, 0.43], [0.20, 2.00, 2.22], [-1.46, 3.71, 1.31], [-0.01, 4.48, 0.43], [-0.82, 3.77, -1.62], [-3.17, 0.07, -3.86], [-4.44, -1.32, -0.69], [-3.87, -1.54, -2.53], [-2.18, -2.31, 0.22], [-1.33, -1.97, -1.44], [-1.99, -4.61, -0.77], [-2.12, -3.99, -2.54], [-3.74, -4.22, -1.43], [-8.24, -1.91, 1.01], [-8.40, -0.46, 1.15], [-9.67, -0.24, 1.53], [-10.14, 0.86, 1.74], [-10.36, -1.50, 1.66], [-11.53, -1.64, 1.99], [-9.54, -2.51, 1.35], [-7.84, -2.27, -0.35], [-6.67, -2.91, -0.26], [-6.05, -3.34, -1.22], [-6.27, -2.99, 1.12], [-5.24, -3.51, 1.53], [-7.18, -2.41, 1.90]],
  "mulliken_charge": [-0.903, -0.398, -0.484, -0.643, -0.647, -0.313, -0.821, -0.446, -0.861, -0.176, -0.878, -0.027, 0.238, -0.539, 0.094, 0.305, -0.344, -0.155, -0.975, 0.060, 1.046, -0.469, -0.456, -0.207, 0.250, 0.249, 0.280, 0.260, 0.220, 0.291, 0.236, 0.343, 0.275, 0.267, 0.343, 0.202, 0.274, 0.299, 0.354, 0.312, 0.205, 0.317, 0.400, 0.296, 0.289, 0.200, 0.489, 0.343, 0.340, -0.051, 0.238, 0.301, 0.224, 0.298, 0.328, 0.227, 1.162, -0.473, 0.591, -0.617, 0.561, -0.600, -0.492, -0.521, 0.537, -0.644, 0.761, -0.648, -0.517],
  "total_charge": 0,
  "e_homo_ev": -9.2,
  "lumo_ev": -3.68,
  "energy_ev": -61913.64415,
  "gap_ev": 5.49,
  "multiplicity": 1,
  "max_force_ev_per_a": 9.65
}

***

Record 2
{
  "formula": "C5H13BN",
  "method": "the ωB97M-V functional and the def2-TZVPD basis",
  "species": ["B", "C", "C", "C", "C", "C", "N", "H", "H", "H", "H", "H", "H", "H", "H", "H", "H", "H", "H", "H"],
  "coordinates": [[-0.04, 0.34, 1.32], [-1.03, -0.78, 0.77], [1.20, 0.59, 0.40], [-0.86, -1.03, -0.73], [-0.23, 1.23, 2.64], [0.40, 0.12, -2.52], [0.46, -0.60, -1.19], [-0.63, -1.66, 1.34], [-2.10, -0.70, 1.06], [1.65, 1.38, -0.23], [2.03, -0.06, 0.74], [-1.04, -2.08, -1.06], [-1.52, -0.46, -1.33], [0.66, 1.78, 2.91], [-0.67, 1.17, 3.64], [-1.09, 1.83, 2.15], [-0.31, 0.97, -2.23], [1.44, 0.27, -2.85], [-0.19, -0.48, -3.28], [1.22, -1.35, -1.26]],
  "mulliken_charge": [-0.002, -0.585, -0.260, -0.617, -0.866, -0.913, -0.275, 0.272, 0.423, 0.367, 0.296, 0.307, 0.408, 0.335, 0.411, 0.269, 0.376, 0.342, 0.348, 0.364],
  "total_charge": 1,
  "e_homo_ev": -15.1,
  "lumo_ev": -4.50,
  "energy_ev": -7553.47081,
  "relative_energy_ev": 1.435,
  "gap_ev": 10.57,
  "multiplicity": 1,
  "max_force_ev_per_a": 3.41
}

***

Record 3
{
  "formula": "C9H17N2P",
  "method": "the ωB97M-V functional and the def2-TZVPD basis",
  "species": ["C", "C", "C", "C", "C", "P", "N", "C", "C", "H", "H", "H", "H", "H", "H", "H", "H", "H", "H", "H", "H", "C", "N", "C", "H", "H", "H", "H", "H"],
  "coordinates": [[3.40, -0.18, -1.04], [2.57, 0.10, -0.02], [2.90, 1.12, 0.98], [1.99, 1.85, 1.67], [0.63, 1.71, 1.35], [-0.07, 1.19, -0.24], [-1.76, 1.01, 0.18], [-2.78, 0.68, -0.70], [-2.29, 0.83, 1.51], [3.06, -1.05, -1.66], [4.04, 0.43, -1.56], [1.71, -0.48, 0.10], [4.03, 1.14, 1.10], [2.32, 2.70, 2.39], [-0.17, 2.04, 2.09], [-2.90, -0.36, -0.83], [-3.67, 1.22, -0.67], [-2.40, 0.82, -1.74], [-2.29, 1.82, 1.95], [-3.18, 0.21, 1.40], [-1.55, 0.39, 2.15], [-0.80, -2.32, 0.21], [0.00, -1.78, -0.60], [-0.06, -2.08, -2.04], [-0.78, -1.93, 1.21], [-1.79, -2.78, 0.10], [-0.79, -2.66, -2.53], [-0.30, -1.10, -2.44], [0.92, -2.56, -2.32]],
  "mulliken_charge": [-0.936, -0.341, -0.287, -0.374, -0.355, 0.131, 0.218, -1.181, -1.361, 0.155, 0.367, 0.775, 0.262, 0.249, 0.289, 0.419, 0.446, 0.327, 0.379, 0.409, 0.482, -0.597, -0.095, -1.023, 0.298, 0.344, 0.424, 0.295, 0.283],
  "total_charge": 0,
  "e_homo_ev": [-6.9, -6.9],
  "lumo_ev": [0.27, 0.27],
  "energy_ev": -21872.04950,
  "relative_energy_ev": 4.152,
  "smiles": "C=C/C=C\\C=P\\N(C)C.C=NC",
  "gap_ev": [7.14, 7.15],
  "multiplicity": 1,
  "max_force_ev_per_a": 5.14
}

***

Record 4
{
  "formula": "C3H2N4",
  "method": "the ωB97M-V functional and the def2-TZVPD basis",
  "species": ["N", "C", "C", "C", "N", "N", "N", "H", "H"],
  "coordinates": [[2.21, 0.43, 0.81], [2.14, 0.73, -0.35], [0.63, 0.42, -0.05], [-0.05, -0.77, -0.19], [-1.33, -0.40, -0.07], [-1.45, 0.92, 0.16], [-0.26, 1.42, 0.18], [0.28, -1.78, -0.37], [-2.17, -0.96, -0.11]],
  "mulliken_charge": [-0.205, -0.321, 0.411, -0.069, 0.230, -0.531, -0.138, 0.402, 0.221],
  "total_charge": 0,
  "e_homo_ev": -10.0,
  "lumo_ev": 0.05,
  "energy_ev": -9099.79608,
  "relative_energy_ev": 3.096,
  "gap_ev": 10.01,
  "multiplicity": 1,
  "max_force_ev_per_a": 0.85
}

***

Record 5
{
  "formula": "C30H26MgN6O2Te",
  "method": "the ωB97M-V functional and the def2-TZVPD basis",
  "species": ["Mg", "C", "C", "C", "C", "C", "C", "N", "C", "C", "C", "C", "C", "C", "N", "N", "C", "C", "C", "C", "C", "N", "H", "H", "H", "H", "H", "H", "H", "H", "H", "H", "H", "H", "H", "C", "N", "C", "C", "C", "O", "N", "C", "O", "H", "H", "H", "H", "H", "C", "Te", "C", "C", "C", "C", "C", "C", "C", "H", "H", "H", "H", "H", "H", "H", "H"],
  "coordinates": [[-1.73, -0.12, 0.75], [2.49, 2.98, 3.20], [1.20, 3.19, 3.67], [0.11, 2.80, 2.91], [0.28, 2.20, 1.67], [1.57, 1.99, 1.20], [2.67, 2.38, 1.96], [-0.84, 1.78, 0.91], [-1.69, 2.73, 0.50], [-1.35, 4.12, 0.38], [-2.24, 5.03, -0.09], [-3.57, 4.67, -0.48], [-3.95, 3.37, -0.35], [-3.04, 2.40, 0.14], [-3.39, 1.11, 0.40], [-4.60, 0.74, 0.35], [-4.73, -0.65, 0.61], [-5.99, -1.13, 0.93], [-6.14, -2.49, 1.14], [-5.04, -3.32, 1.01], [-3.82, -2.75, 0.70], [-3.66, -1.44, 0.51], [3.35, 3.28, 3.79], [1.05, 3.66, 4.64], [-0.90, 2.96, 3.29], [1.71, 1.53, 0.24], [3.67, 2.22, 1.58], [-0.35, 4.43, 0.65], [-1.94, 6.06, -0.19], [-4.24, 5.42, -0.86], [-4.95, 3.04, -0.62], [-6.81, -0.43, 1.01], [-7.11, -2.89, 1.40], [-5.12, -4.39, 1.14], [-2.94, -3.36, 0.58], [0.48, -4.97, -1.24], [0.05, -4.00, -0.23], [0.08, -4.29, 1.09], [-0.29, -3.41, 2.04], [-0.73, -2.12, 1.58], [-1.20, -1.22, 2.34], [-0.68, -1.82, 0.25], [-0.31, -2.73, -0.69], [-0.29, -2.50, -1.89], [0.64, -5.93, -0.75], [1.41, -4.63, -1.70], [-0.28, -5.06, -2.01], [0.41, -5.29, 1.34], [-0.28, -3.64, 3.09], [4.74, -0.82, -0.51], [2.76, -1.53, -0.19], [2.24, -0.40, -1.92], [3.54, 0.02, -2.55], [3.55, 0.62, -3.81], [4.75, 0.98, -4.41], [5.95, 0.74, -3.76], [5.95, 0.15, -2.51], [4.75, -0.21, -1.89], [5.46, -1.63, -0.43], [4.98, -0.08, 0.25], [1.63, 0.46, -1.63], [1.64, -1.03, -2.57], [2.61, 0.80, -4.32], [4.74, 1.44, -5.39], [6.89, 1.01, -4.23], [6.88, -0.04, -2.00]],
  "mulliken_charge": [0.946, -0.405, -0.800, 0.601, -0.961, -0.065, -0.699, -0.001, 0.259, -0.493, -0.567, -0.689, -0.501, 0.461, 0.969, -1.096, 0.313, -0.431, -0.275, -0.841, -0.068, -0.157, 0.393, 0.362, 0.451, 0.392, 0.397, 0.430, 0.383, 0.382, 0.444, 0.458, 0.397, 0.417, 0.207, -0.935, 0.337, -0.139, -1.170, 1.146, -0.836, 0.142, -0.372, -0.691, 0.320, 0.278, 0.311, 0.391, 0.500, -1.030, 0.137, -1.231, 0.459, -0.656, -0.556, -0.529, -0.687, 0.623, 0.478, 0.361, 0.395, 0.677, 0.455, 0.396, 0.386, 0.430],
  "total_charge": 0,
  "e_homo_ev": [-7.2, -7.2],
  "lumo_ev": [-1.04, -1.04],
  "energy_ev": -57308.96256,
  "relative_energy_ev": 0.126,
  "gap_ev": [6.11, 6.11],
  "multiplicity": 1,
  "max_force_ev_per_a": 0.62
}

***

Record 6
{
  "formula": "C63H54As2F2IN2O12PSSc",
  "method": "the ωB97M-V functional and the def2-TZVPD basis",
  "species": ["Sc", "F", "C", "C", "C", "C", "C", "F", "C", "C", "C", "C", "C", "C", "N", "H", "H", "H", "H", "H", "H", "O", "N", "C", "C", "C", "C", "C", "C", "C", "P", "C", "C", "C", "C", "C", "C", "C", "C", "C", "C", "C", "C", "H", "H", "H", "H", "H", "H", "H", "H", "H", "H", "H", "H", "H", "H", "H", "H", "C", "O", "C", "O", "C", "C", "As", "C", "C", "C", "As", "C", "C", "O", "O", "C", "C", "O", "O", "C", "C", "O", "O", "C", "H", "H", "H", "H", "H", "H", "H", "H", "H", "H", "H", "H", "H", "H", "H", "H", "H", "H", "I", "C", "C", "C", "C", "C", "C", "C", "O", "O", "H", "H", "H", "H", "O", "S", "C", "C", "C", "C", "C", "C", "C", "C", "C", "C", "C", "C", "H", "H", "H", "H", "H", "H", "H", "H", "H", "H"],
  "coordinates": [[0.18, 0.67, -0.94], [-0.21, -4.70, -2.44], [0.53, -3.59, -2.33], [-0.06, -2.40, -1.94], [0.65, -1.22, -1.92], [2.01, -1.25, -2.34], [2.60, -2.48, -2.61], [3.91, -2.59, -2.87], [1.88, -3.66, -2.62], [2.69, 0.04, -2.55], [3.90, 0.19, -3.24], [4.38, 1.45, -3.53], [3.65, 2.56, -3.17], [2.48, 2.36, -2.47], [2.02, 1.14, -2.14], [-1.11, -2.42, -1.66], [2.36, -4.60, -2.85], [4.45, -0.68, -3.56], [5.32, 1.55, -4.07], [3.97, 3.57, -3.41], [1.86, 3.20, -2.17], [-2.53, 0.57, -0.60], [-1.68, 1.36, 0.19], [-2.26, 2.19, 0.96], [-1.56, 2.99, 1.95], [-2.28, 3.31, 3.11], [-1.66, 3.95, 4.17], [-0.32, 4.30, 4.07], [0.38, 4.03, 2.91], [-0.22, 3.38, 1.84], [0.69, 3.20, 0.24], [2.35, 2.83, 0.83], [3.47, 3.28, 0.22], [4.74, 2.65, 0.37], [4.86, 1.54, 1.13], [3.77, 1.06, 2.02], [2.38, 1.58, 1.65], [0.73, 4.94, -0.33], [-0.08, 5.25, -1.42], [-0.16, 6.56, -1.88], [0.59, 7.55, -1.26], [1.41, 7.24, -0.19], [1.49, 5.93, 0.28], [-3.45, 0.85, -0.46], [-3.35, 2.24, 0.97], [-3.32, 3.02, 3.20], [-2.21, 4.18, 5.07], [0.18, 4.78, 4.90], [1.42, 4.32, 2.83], [3.42, 4.16, -0.42], [5.60, 3.06, -0.14], [5.80, 1.01, 1.22], [3.05, -0.67, 3.02], [1.77, 1.68, 2.56], [-0.65, 4.47, -1.90], [-0.79, 6.80, -2.72], [0.53, 8.57, -1.62], [2.01, 8.01, 0.28], [2.14, 5.70, 1.11], [2.27, -3.63, 4.24], [0.99, -3.83, 3.62], [0.27, -2.76, 3.38], [0.62, -1.61, 3.59], [-1.06, -3.02, 2.78], [-1.93, -3.86, 3.33], [-3.67, -4.55, 2.66], [-4.80, -4.24, 4.22], [-3.86, -2.86, 1.64], [-2.82, -2.77, 0.78], [-1.26, -1.64, 1.31], [-1.99, -0.40, 2.67], [-2.24, -3.99, 0.11], [-1.05, -4.20, 0.14], [-2.99, -4.78, -0.67], [-4.36, -4.54, -0.96], [-4.54, -1.68, 2.20], [-4.66, -1.45, 3.37], [-5.10, -0.79, 1.32], [-5.37, -1.14, -0.04], [-1.59, -4.55, 4.61], [-1.05, -4.06, 5.56], [-2.08, -5.81, 4.59], [-1.81, -6.62, 5.75], [2.62, -4.61, 4.52], [2.18, -2.99, 5.12], [2.96, -3.17, 3.53], [-4.86, -5.18, 4.78], [-5.80, -3.98, 3.88], [-4.43, -3.45, 4.86], [-2.24, -0.92, 3.59], [-2.86, 0.15, 2.34], [-1.19, 0.31, 2.89], [-4.60, -5.18, -1.81], [-4.54, -3.50, -1.22], [-5.00, -4.83, -0.12], [-5.96, -0.32, -0.44], [-5.96, -2.05, -0.10], [-4.45, -1.26, -0.62], [-2.52, -7.43, 5.73], [-1.92, -6.03, 6.65], [-0.79, -7.01, 5.69], [7.27, -0.85, 5.39], [5.84, -0.33, 3.91], [5.74, -1.25, 2.84], [4.73, -1.34, 1.94], [3.53, -0.48, 2.05], [4.28, 1.57, 3.33], [5.19, 0.90, 4.12], [2.43, -0.71, 1.07], [2.07, -1.70, 0.52], [1.74, 0.49, 0.87], [6.55, -1.97, 2.75], [4.79, -2.03, 1.10], [3.95, 2.56, 3.62], [5.48, 1.42, 5.02], [-0.79, 1.42, -2.66], [-1.96, 0.99, -3.54], [-1.83, 2.05, -4.99], [-2.94, 2.15, -5.81], [-2.87, 2.98, -6.92], [-1.71, 3.69, -7.19], [-0.61, 3.58, -6.35], [-0.67, 2.76, -5.23], [-1.47, -0.51, -4.39], [-2.39, -1.55, -4.45], [-2.03, -2.73, -5.09], [-0.76, -2.85, -5.65], [0.14, -1.79, -5.59], [-0.21, -0.62, -4.96], [-3.84, 1.59, -5.60], [-3.73, 3.08, -7.57], [-1.66, 4.34, -8.05], [0.29, 4.14, -6.55], [0.17, 2.68, -4.55], [-3.37, -1.44, -4.01], [-2.73, -3.55, -5.15], [-0.48, -3.77, -6.13], [1.12, -1.89, -6.03], [0.48, 0.22, -4.91]],
  "mulliken_charge": [-2.476, -0.424, -0.372, 0.150, 3.040, -0.828, 0.754, -0.417, -1.159, 0.076, -0.789, -1.053, -1.285, -0.774, 2.133, 0.819, 0.557, 0.711, 0.466, 0.602, 0.744, 0.193, 0.548, -1.010, -0.270, -0.735, -0.968, -0.901, -0.322, 0.392, 1.909, 0.073, -0.301, -1.639, -1.059, 2.433, -0.817, 1.146, -0.476, -0.718, -0.697, -0.851, -0.254, 0.107, 0.777, 0.501, 0.438, 0.491, 0.308, 0.614, 0.483, 0.589, 0.374, 0.441, 0.219, 0.491, 0.420, 0.464, 0.347, -0.714, -0.215, -0.524, -0.544, 0.095, 1.201, 0.289, -1.278, 0.551, -0.221, 1.607, -2.171, -0.416, -0.483, -0.438, -0.492, 0.216, -0.489, -0.331, -0.325, -0.070, -0.583, -0.373, -0.845, 0.352, 0.339, 0.243, 0.391, 0.447, 0.388, 0.918, 0.706, 0.235, 0.381, 0.061, 0.232, 0.353, 0.291, -0.158, 0.275, 0.362, 0.299, -0.027, -0.250, -0.560, -1.604, 1.052, -1.443, -0.661, -0.837, -0.578, 1.159, 0.455, 0.439, 0.367, 0.358, 0.025, 0.072, 0.590, -0.453, -0.814, -0.460, -1.040, -0.173, 1.081, -0.627, -0.648, -0.747, -0.613, -0.169, 0.502, 0.430, 0.431, 0.459, 0.464, 0.415, 0.459, 0.426, 0.451, 0.292],
  "total_charge": 1,
  "e_homo_ev": -6.9,
  "lumo_ev": -3.36,
  "energy_ev": -269784.17536,
  "gap_ev": 3.50,
  "multiplicity": 1,
  "max_force_ev_per_a": 1.09
}

***

Record 7
{
  "formula": "C4H3ClF2S",
  "method": "the ωB97M-V functional and the def2-TZVPD basis",
  "species": ["F", "C", "C", "C", "S", "C", "F", "Cl", "H", "H", "H"],
  "coordinates": [[1.62, 1.00, 0.05], [0.50, 1.69, -0.16], [-0.61, 0.97, -0.19], [-0.90, -0.35, -0.01], [-2.38, -0.94, -0.27], [0.26, -1.55, 0.25], [1.04, -1.45, 1.38], [1.63, -1.50, -0.93], [0.58, 2.79, -0.04], [-1.45, 1.81, -0.31], [-0.31, -2.47, 0.24]],
  "mulliken_charge": [-0.187, 0.004, -0.220, 0.175, -0.244, 0.087, -0.236, -0.187, 0.299, 0.178, 0.330],
  "total_charge": 0,
  "e_homo_ev": -9.3,
  "lumo_ev": -1.45,
  "energy_ev": -32986.52691,
  "relative_energy_ev": 1.183,
  "smiles": "F/C=C\\C(=S)[C@H](F)Cl",
  "gap_ev": 7.90,
  "multiplicity": 1,
  "max_force_ev_per_a": 6.67
}

***

Record 8
{
  "formula": "C3H5NO2S2",
  "method": "the ωB97M-V functional and the def2-TZVPD basis",
  "species": ["O", "C", "S", "C", "O", "N", "C", "S", "H", "H", "H", "H", "H"],
  "coordinates": [[1.65, 1.79, 0.03], [2.51, 0.94, -0.02], [2.43, -0.92, 0.10], [0.66, -1.17, 0.17], [-0.05, -0.36, -0.61], [-0.73, 0.60, 0.04], [-2.13, 0.77, 0.06], [-3.44, -0.32, 0.02], [3.54, 1.18, -0.47], [0.66, -2.40, -0.28], [0.45, -1.02, 1.27], [-0.09, 1.43, 0.03], [-2.25, 1.79, 0.74]],
  "mulliken_charge": [-0.544, 0.136, -0.082, -0.248, -0.201, -0.069, -0.176, -0.239, 0.293, 0.244, 0.375, 0.293, 0.219],
  "total_charge": 0,
  "e_homo_ev": -8.6,
  "lumo_ev": 0.10,
  "energy_ev": -30443.05730,
  "relative_energy_ev": 5.052,
  "smiles": "O=CSCONC=S",
  "gap_ev": 8.69,
  "multiplicity": 1,
  "max_force_ev_per_a": 5.05
}